Formula: C2H10NS
Source: the OMol25 dataset
Level of theory: ωB97M-V with the def2-TZVPD basis set

Multiplicity ... 2
Relative energy (zero: lowest compared OMol25 entry of this formula, charge and spin) ... 4.9 kcal/mol
LUMO (alpha / beta) ... 0.0290 / 0.0218 Eh
Orbital gap (alpha / beta) ... 4.751 / 10.063 eV
HOMO level (alpha / beta) ... -3.963 / -9.471 eV

Element x y z (Å)
N1 0.955 -0.261 -2.393
H1 0.407 0.295 -3.093
H2 1.727 -0.715 -2.916
H3 1.420 0.471 -1.790
H4 0.429 -0.991 -1.887
C1 1.130 -0.095 1.680
C2 -0.035 0.731 1.159
S1 -1.231 -0.125 0.091
H5 1.243 -1.042 1.147
H6 1.082 -0.284 2.750
H7 2.068 0.413 1.460
H8 -0.559 1.258 1.953
H9 0.268 1.540 0.489
H10 -1.759 -0.990 0.970

Electronic structure analysis, natural (NBO) charges in units of e:
1. N -1.338
2. H 0.334
3. H 0.341
4. H 0.285
5. H 0.406
6. C -0.643
7. C -0.529
8. S -0.072
9. H 0.217
10. H 0.217
11. H 0.219
12. H 0.222
13. H 0.219
14. H 0.121